Entry 1:
H12LiO6 | ωB97M-V/def2-TZVPD

Summary:
HOMO-LUMO gap (hartree): 0.3507
ΔE to the lowest compared entry with this formula, charge and spin (kJ/mol): 1348.5
HOMO (eV): -13.76
Net charge: +1

Each line ends with the Löwdin charge.
CARTESIAN COORDINATES (ANGSTROEM)
Li -0.37758 0.08841 -0.12024  0.32
O -0.53533 -1.56557 -0.17356  -0.06
H -0.11305 -2.42322 -0.22207  0.13
H -1.40314 -1.74547 0.18809  0.10
O 0.01478 1.66464 0.25419  -0.06
H 0.65927 1.61579 0.96022  0.10
H -0.80376 1.89787 0.69216  0.11
O -0.06941 0.51341 -1.32002  -0.08
H -0.29778 0.15646 -2.17830  0.15
H 0.04257 1.45175 -1.47242  0.14
O 0.80499 -0.33201 0.72871  -0.14
H 0.30430 -0.29250 1.54356  0.09
H 1.49086 0.32696 0.83628  0.10
O 1.84414 -0.72221 -1.15369  -0.03
H 2.30065 -0.10617 -0.58069  0.04
H 0.93849 -0.41257 -1.16596  -0.09
O -1.36282 0.04335 0.76191  -0.08
H -1.11730 -0.21451 1.65044  0.12
H -2.31990 0.05560 0.77140  0.15

=====

Entry 2:
H12MnO6 | ωB97M-V/def2-TZVPD

Summary:
HOMO-LUMO gap (spin up / spin down) (hartree): 0.4249 / 0.4936
ΔE to the lowest compared entry with this formula, charge and spin (kJ/mol): 53.2
⟨S²⟩: 8.752
Spin multiplicity: 6
HOMO (spin up / spin down) (eV): -18.69 / -20.55
Net charge: +2

Each line ends with the Löwdin spin population.
CARTESIAN COORDINATES (ANGSTROEM)
Mn -0.04784 -0.04284 -0.05463  4.75
O 1.11616 -1.84984 0.41637  0.04
H 1.41116 -1.85384 1.34837  0.00
H 1.03816 -2.72684 0.17137  0.00
O 0.81616 -0.21484 -2.07863  0.04
H 1.73816 0.00116 -2.26763  0.00
H 0.30916 0.22616 -2.80663  0.00
O -1.76984 -1.25184 -0.76463  0.04
H -2.49484 -1.53384 -0.25763  0.00
H -1.64784 -1.87484 -1.46563  0.00
O 1.60016 1.23416 0.61837  0.04
H 1.32916 2.16116 0.54637  0.00
H 2.10316 1.23316 1.45737  0.00
O -0.63884 0.03116 2.11237  0.04
H -0.79284 0.64416 2.84737  0.00
H -0.86684 -0.85984 2.37437  0.00
O -1.02384 1.82616 -0.70763  0.04
H -0.53484 2.46216 -1.22963  0.00
H -1.64384 2.38916 -0.25963  0.00

=====

Entry 3:
H12NO9Zn2 | ωB97M-V/def2-TZVPD

Summary:
HOMO-LUMO gap (hartree): 0.0750
ΔE to the lowest compared entry with this formula, charge and spin (kJ/mol): 861.2
HOMO (eV): -17.53
Net charge: +3

Each line ends with the Löwdin charge.
CARTESIAN COORDINATES (ANGSTROEM)
Zn 4.92880 2.12042 0.79657  1.27
Zn -0.60182 -3.45675 -0.35966  1.55
N 0.38507 0.91462 0.61037  -0.61
O -0.55202 1.60563 0.88341  0.20
O 1.51206 1.42946 0.56094  0.07
O 0.20259 -0.30154 0.61673  0.03
O -0.42967 3.28495 4.75988  0.00
H -0.16825 3.68686 3.93141  0.03
H -0.89038 2.48586 4.50413  0.03
O -4.86826 1.03997 0.41833  -0.02
H -3.92277 0.92491 0.51332  0.01
H -5.11217 1.62456 1.13597  0.05
O -3.46055 -2.62798 0.26751  -0.03
H -4.12549 -2.60789 -0.42073  0.07
H -3.90040 -2.26608 1.03680  0.07
O 2.26429 -4.13785 -0.98843  -0.04
H 2.49459 -5.02224 -0.70373  0.06
H 3.08232 -3.77419 -1.32729  0.07
O 4.83743 3.96883 -1.59845  -0.08
H 4.11736 4.20802 -2.18200  0.06
H 5.61357 4.35512 -2.00418  0.06
O -0.68129 -2.59188 -3.17388  -0.01
H -0.29662 -1.73373 -3.35235  0.07
H -0.42840 -3.12907 -3.92468  0.08

=====

Entry 4:
H12NaO10S | ωB97M-V/def2-TZVPD

Summary:
HOMO-LUMO gap (spin up / spin down) (hartree): 0.2988 / 0.2494
⟨S²⟩: 0.762
Spin multiplicity: 2
HOMO (spin up / spin down) (eV): -9.27 / -9.02

Each line ends with the Löwdin spin population.
CARTESIAN COORDINATES (ANGSTROEM)
Na 0.15578 -0.00709 0.14022  0.00
S -1.44371 0.56373 -3.12087  -0.04
O -2.85347 0.24986 -3.23482  0.44
O -1.12282 1.70813 -4.00508  0.43
O -1.13875 0.80585 -1.74250  0.02
O -0.69285 -0.62498 -3.49227  0.14
O 2.45192 1.01865 -0.68266  0.00
H 2.57484 0.25963 -1.25276  0.00
H 3.18373 0.97740 -0.06703  0.00
O 0.60294 3.16926 1.63568  0.00
H -0.05900 3.82494 1.85509  0.00
H 0.23130 2.34161 1.94083  0.00
O -0.09421 0.74277 2.67083  0.00
H -0.83315 0.29281 3.08038  0.00
H 0.60940 0.68627 3.31734  0.00
O 1.45782 -1.77600 1.33999  0.00
H 0.66842 -2.31617 1.30403  0.00
H 1.70049 -1.76700 2.26587  0.00
O -1.85948 -1.30330 0.78472  0.00
H -2.61259 -0.94072 1.25118  0.00
H -1.80760 -2.21166 1.08206  0.00
O 0.53500 -1.71171 -1.44594  0.00
H 0.33085 -2.64662 -1.46806  0.00
H 0.01510 -1.33567 -2.15625  0.00

=====

Entry 5:
H12NaO6 | ωB97M-V/def2-TZVPD

Summary:
HOMO-LUMO gap (hartree): 0.3486
ΔE to the lowest compared entry with this formula, charge and spin (kJ/mol): 265.9
HOMO (eV): -14.10
Net charge: +1

Each line ends with the Löwdin charge.
CARTESIAN COORDINATES (ANGSTROEM)
Na 0.16724 -0.19595 0.30192  0.96
O 3.58672 2.42299 -1.78486  -0.06
H 3.73402 2.02502 -2.64285  0.03
H 4.45944 2.67797 -1.48556  0.03
O 0.56405 -3.30623 -3.06334  -0.06
H 0.43324 -3.23406 -4.00881  0.03
H 0.66335 -4.24514 -2.90580  0.03
O -3.89577 0.17535 -2.42776  -0.06
H -3.84020 0.82378 -3.12967  0.03
H -4.26923 -0.60016 -2.84648  0.03
O 2.88701 -1.20774 3.74611  -0.06
H 3.16800 -0.95788 4.62636  0.04
H 2.79244 -2.15944 3.78548  0.03
O 0.00022 4.26405 1.92897  -0.05
H -0.59293 4.60421 1.25911  0.03
H 0.86634 4.57088 1.66079  0.03
O -3.27752 -1.63261 2.31743  -0.06
H -3.97265 -1.74969 1.66988  0.03
H -3.47377 -2.27534 2.99907  0.04

=====

Entry 6:
H12NaO6 | ωB97M-V/def2-TZVPD

Summary:
HOMO-LUMO gap (hartree): 0.4384
ΔE to the lowest compared entry with this formula, charge and spin (kJ/mol): 32.7
HOMO (eV): -15.13
Net charge: +1

Each line ends with the Löwdin charge.
CARTESIAN COORDINATES (ANGSTROEM)
Na -0.01763 -0.19167 -0.31731  0.47
O 0.09216 -2.66793 -0.62897  -0.03
H 1.00790 -2.83059 -0.36611  0.07
H -0.23717 -3.52045 -0.93518  0.07
O -2.84365 0.32179 0.30276  -0.04
H -3.54273 0.16311 -0.34616  0.07
H -3.29294 0.77980 1.02540  0.06
O -0.60823 -0.55731 2.06097  -0.04
H -1.53207 -0.79005 1.88076  0.05
H -0.65279 0.30488 2.49307  0.06
O 1.70940 -0.44138 -2.14083  -0.04
H 2.11689 -1.05773 -2.76156  0.07
H 1.53274 0.34726 -2.67200  0.06
O -0.25488 2.24385 -0.26420  -0.04
H -0.82543 2.97967 -0.52092  0.07
H 0.55993 2.66364 0.04184  0.06
O 2.12425 0.40830 0.93914  -0.03
H 1.71588 1.02468 1.55866  0.05
H 2.94837 0.82011 0.65066  0.07

=====

Taking the records one at a time from the top gives total energy values of -465.54751 -1609.13508 -4296.17925 -1320.09264 -620.71711 -620.80592 Eh.
Taking the records one at a time from the top gives maximum force values of 16.3 3.7 2.2 2.8 0.5 0.5 eV Å⁻¹.